Computed, not measured: one molecule with the formula C5H11NO at a distorted geometry, with ωB97M-V with the def2-TZVPD basis set.

Calculated values
Net charge: 0
HOMO energy: -8.7 eV
Gap between HOMO and LUMO: 8.430 eV
Molecular weight: 101.15 g/mol
ΔE to the lowest compared entry with this formula, charge and spin: 4.5270 eV

Positions of all 18 atoms, in Å:
C  0.521  -0.584  0.515
C  0.085  0.745  -0.058
C  0.040  0.561  -1.574
C  0.953  1.918  0.358
C  -0.307  -1.755  0.253
N  -1.679  -1.485  0.629
O  -0.089  -2.660  -0.558
H  0.250  -1.734  1.450
H  1.499  -0.614  0.976
H  -0.937  0.967  0.249
H  -0.683  -0.217  -1.811
H  1.000  0.254  -1.983
H  -0.276  1.503  -2.014
H  0.919  2.045  1.440
H  2.001  1.706  0.124
H  0.700  2.862  -0.115
H  -1.682  -1.253  1.611
H  -2.316  -2.257  0.507